(1)
Density functional theory data (ωB97M-V with the def2-TZVPD basis set) for C3H3ClFN as an isolated structure.

```
! RIJCOSX wB97M-V def2-TZVPD def2/J DEFGRID3
* xyz 0 1
N -2.58273 -0.74501 0.06798
H 1.72761 0.35625 -0.21789
F -0.04547 0.32806 1.71721
H 0.36610 0.28162 -1.64904
C -1.42548 -0.55033 0.23334
Cl 0.56497 -1.75618 0.39326
H 0.71467 1.70630 -0.35082
C 0.73129 0.64316 -0.57696
C -0.05096 -0.26386 0.38293
*
```

The calculation puts the energy above the lowest of the compared OMol25 structures with the same formula, charge and spin at 33.2 kcal per mole. The total energy is -19887.74277 eV. As for the strongest force on any atom: 7.4 eV Å⁻¹. Its LUMO energy is 0.7 eV.

=====

(2)
Density functional theory data (ωB97M-V with the def2-TZVPD basis set) for an isolated molecule of CH2N2S3.

```
! RIJCOSX wB97M-V def2-TZVPD def2/J DEFGRID3
* xyz 0 1
S -3.87269 -0.21590 -0.93183
N -0.57799 -1.00170 -0.29899
H -1.07706 -1.32569 0.56213
H 1.39178 1.60127 -0.21404
N 0.36852 -0.16119 -0.04880
S -2.02473 -0.28955 -1.55448
C 0.50666 0.99565 -0.51561
S -0.91139 1.77995 -1.28376
*
```

The calculation puts the energy above the lowest of the compared OMol25 structures with the same formula, charge and spin at 21.9 kcal per mole. The total energy is -36552.51047 eV. As for the strongest force on any atom: 2.9 eV Å⁻¹. Its LUMO energy is -1.3 eV.

=====

(3)
Density functional theory data (ωB97M-V with the def2-TZVPD basis set) for C43H38F6N2O4P2ReS2 as an isolated structure.

```
! RIJCOSX wB97M-V def2-TZVPD def2/J DEFGRID3
* xyz 1 1
P 0.76096 0.13882 -0.96007
C 3.57072 -1.20867 -4.34527
C -2.76389 3.56649 -4.58408
H 0.91815 -3.97717 3.34002
H 6.80271 -2.42049 3.99485
C 1.92600 0.74950 0.29778
C -3.17641 -4.41207 -3.96606
H 3.90789 -1.31221 1.06890
C -2.06385 -3.68371 -4.36432
H 0.14483 -0.80318 1.72018
H 3.44197 -1.09671 -0.97633
H 0.72567 -2.49496 4.29309
F -3.94031 -0.31683 0.76586
H -4.71200 -4.63867 -2.48302
C 3.09944 -1.01882 -1.99616
H 4.32420 2.53096 2.75222
C 1.94324 0.36031 1.64435
C 3.97185 -1.34142 -3.02498
H -4.07780 1.71349 -1.45985
C -1.70820 4.92650 1.52941
H 1.20999 5.93085 0.13937
C 4.12461 -1.76153 2.02922
F -4.05040 1.82662 2.75563
H 4.97079 -1.68229 -2.78873
F -3.72082 1.30719 4.83391
C 2.28215 -0.78263 -4.63404
S -1.78730 0.60277 3.22759
H 4.40175 3.08320 0.32623
C 3.67219 2.02244 2.05427
C -4.25584 -1.35816 1.60858
H 1.96223 -0.68527 -5.66325
H -0.34337 -2.81393 2.93045
H 4.99435 -3.32839 5.41955
C -0.99357 3.37889 -0.17099
H -0.75620 -2.05778 -3.91657
C -0.57843 5.69913 1.30268
C 0.68393 -2.91308 3.28712
C -3.71859 2.24857 -2.33190
H -4.82231 3.75832 -5.14734
S -2.69865 -1.90420 2.46100
C 3.08558 -2.25615 2.81958
C -1.87097 3.10342 -3.63072
C -4.12865 3.38656 -4.40528
H 6.22005 -1.40760 1.80111
H 0.40305 1.57957 -2.81154
H -0.41241 6.59636 1.88385
H -3.51284 -5.25168 -4.55907
C 1.40806 -0.46940 -3.60702
H 2.78673 0.79231 3.55694
C 3.70850 2.34181 0.70101
C -1.89870 -1.19308 -1.56402
F -4.77116 -2.32317 0.87495
C -1.62890 -2.60607 -3.61609
C -3.85354 -4.06484 -2.80485
H -2.39589 4.07515 -5.46504
H 2.68073 -3.23622 4.69594
N -2.44561 -0.78713 3.51893
H -2.81390 3.18631 0.95305
O -0.66854 0.91898 4.03694
H -2.42521 5.22310 2.28288
C 2.80464 1.04902 2.50499
H -5.67127 2.58880 -3.14526
C 1.50873 -2.85775 0.95845
O -2.97763 -3.15934 3.04643
H 2.00385 -3.82918 0.94927
C 5.44619 -1.81293 2.44094
H -0.80772 3.27049 -3.76205
C 5.77269 -2.37191 3.66787
O -1.71145 -1.88973 1.37129
F -5.13973 -0.92248 2.47757
C -3.14702 1.75881 3.73710
H 0.40869 -0.13269 -3.85064
C 1.09554 -0.72654 2.25381
C 1.63814 -2.18982 2.33219
N 0.28013 1.56809 -1.80741
C 1.81258 -0.56929 -2.27564
C 4.75950 -2.88237 4.46181
H 1.94865 -2.25396 0.16646
F -2.64609 2.96256 3.95289
Re -1.52850 -0.22346 -0.08263
H 0.45297 -3.00274 0.71354
H -3.94738 -2.71240 -1.14396
H 0.84663 3.87297 -1.16326
C 2.83277 1.71707 -0.16115
C -3.43034 -2.98604 -2.05342
C 0.33456 5.32352 0.32783
C -1.91864 3.77357 0.79080
H 2.84009 1.98463 -1.21029
P -1.27335 1.88987 -1.17163
H 0.87188 -0.42134 3.27703
H -1.52698 -3.96250 -5.26117
C -2.30925 -2.23705 -2.45119
O -1.63515 0.85029 1.77577
C 0.12980 4.16810 -0.40963
C -4.60733 2.73010 -3.27979
C 3.43571 -2.82396 4.04313
C -2.34894 2.44052 -2.50391
H 4.26500 -1.42103 -5.14698
*
```

The calculation puts the energy above the lowest of the compared OMol25 structures with the same formula, charge and spin at 23.3 kcal per mole. The total energy is -115055.19392 eV. As for the strongest force on any atom: 3.3 eV Å⁻¹. Its LUMO energy is -2.9 eV.

=====

(4)
Density functional theory data (ωB97M-V with the def2-TZVPD basis set) for C7H14LaOPS as an isolated structure.

```
! RIJCOSX wB97M-V def2-TZVPD def2/J DEFGRID3
* xyz 0 1
H 0.60516 1.56253 4.25797
H -1.46299 -3.30475 -0.51189
H -0.76464 0.48597 3.66757
C -0.55815 -2.37984 -2.33658
C -0.95988 2.92437 2.06622
H -0.62953 3.66303 2.83315
C -0.56804 -3.01631 -1.08107
H 2.70591 -2.31235 -1.49516
S 0.23713 1.63556 1.87912
H -1.19270 1.99072 -2.93967
H 1.13711 -1.57842 -3.56076
H 1.06119 2.18703 -2.95204
H 1.08153 -3.34893 0.41443
C 1.63445 -2.49514 -1.58638
H -0.12170 2.79688 -1.21536
La 0.15481 -0.54035 -0.49967
H -1.40730 -2.20030 -2.98727
H -1.07817 3.43616 1.08445
O -0.73982 0.55790 1.14747
P -0.03193 1.74359 -2.15507
H 0.95903 -0.00444 3.40657
C 0.26033 0.85865 3.47032
C 0.78622 -3.07140 -0.59835
C 0.81170 -2.03073 -2.65432
H -1.91970 2.44057 2.34633
*
```

The calculation puts the energy above the lowest of the compared OMol25 structures with the same formula, charge and spin at 0.0 kcal per mole. The total energy is -30511.51976 eV. As for the strongest force on any atom: 3.0 eV Å⁻¹. Its LUMO energy (spin up / spin down) is 0.1 / 0.1 eV.

=====

What is the formula in the first record?
C3H3ClFN

=====

Among the records above, which one has the highest energy above the lowest of the compared OMol25 structures with the same formula, charge and spin?
C3H3ClFN

=====

Among the records above, which one has the highest strongest force on any atom?
C3H3ClFN

=====

Which of these has the lowest strongest force on any atom?
CH2N2S3